{
  "formula": "C4H4O3",
  "method": "wB97M-V/def2-TZVPD",
  "relative_energy_kj_mol": 325.87,
  "total_energy_ha": -380.42291,
  "gap_ev": 9.16,
  "multiplicity": 1,
  "elements": ["C", "C", "O", "C", "O", "C", "O", "H", "H", "H", "H"],
  "positions_angstrom": [[1.180, 0.081, 1.391], [1.066, 0.654, 0.014], [1.923, 1.035, -0.710], [-0.663, -0.458, -0.743], [-0.303, 0.756, -0.459], [-1.978, -0.559, -1.396], [-2.982, -0.841, -0.777], [1.692, 0.817, 2.015], [1.797, -0.821, 1.357], [0.208, -0.162, 1.816], [-1.940, -0.502, -2.508]],
  "mulliken_charge": [-0.81, 0.81, -0.46, -0.29, -0.17, 0.16, -0.45, 0.31, 0.28, 0.31, 0.30]
}

---

{
  "formula": "C4H4O3",
  "method": "wB97M-V/def2-TZVPD",
  "relative_energy_kj_mol": 562.37,
  "total_energy_ha": -380.33284,
  "gap_ev": [8.36, 8.23],
  "multiplicity": 1,
  "elements": ["O", "C", "C", "C", "O", "C", "O", "H", "H", "H", "H"],
  "positions_angstrom": [[-1.500, 0.887, -0.525], [-0.691, 1.402, 0.227], [0.076, 0.104, 0.178], [-0.294, -1.240, 0.694], [-0.404, -1.574, -0.623], [1.193, 0.233, -0.771], [1.369, 1.315, -1.298], [-0.850, 2.484, 0.505], [0.517, -1.693, 1.280], [-1.235, -1.270, 1.270], [1.820, -0.648, -0.937]],
  "mulliken_charge": [-0.30, -0.08, 0.49, -0.38, -0.53, 0.01, -0.51, 0.35, 0.27, 0.29, 0.37]
}

---

{
  "formula": "C4H4O3",
  "method": "wB97M-V/def2-TZVPD",
  "relative_energy_kj_mol": 141.14,
  "total_energy_ha": -380.49327,
  "gap_ev": 9.35,
  "smiles": "C=C(C=O)C(=O)O",
  "multiplicity": 1,
  "elements": ["C", "C", "C", "C", "O", "O", "O", "H", "H", "H", "H"],
  "positions_angstrom": [[0.786, 0.775, 0.190], [-0.323, -0.149, -0.199], [-0.559, -1.166, 0.830], [-0.732, -0.332, -1.462], [0.596, 1.397, 1.382], [1.589, 1.250, -0.608], [-1.146, -2.217, 0.772], [1.278, 2.098, 1.402], [0.180, -0.744, 1.694], [-1.335, -1.193, -1.737], [-0.334, 0.281, -2.264]],
  "mulliken_charge": [0.45, 0.43, 0.11, -0.70, -0.43, -0.56, -0.48, 0.33, 0.24, 0.30, 0.31]
}